The following is a DFT calculation (the ωB97M-V functional and the def2-TZVPD basis) of H13LiO7 as an isolated structure at a distorted geometry.

Results
**E_HOMO**: -9.0 eV
**Total energy**: -542.0184 hartree

Each line ends with the natural charge from an NBO analysis.
CARTESIAN COORDINATES (ANGSTROEM)
Li (0.38, -0.14, -0.48)  0.9015
O (-0.62, 0.49, 1.19)  -1.2945
H (-0.21, 0.90, 2.00)  0.4611
O (0.84, -2.16, -1.00)  -0.9291
H (1.07, -1.97, -2.00)  0.4692
H (1.64, -2.57, -0.75)  0.4810
O (0.29, -1.32, 3.10)  -1.0084
H (-0.04, -0.72, 2.38)  0.5092
H (1.31, -1.56, 3.11)  0.4632
O (-0.49, 0.08, -2.30)  -0.9997
H (-0.51, -0.66, -3.06)  0.4928
H (-0.71, 1.00, -2.75)  0.5238
O (2.05, 0.88, -0.53)  -0.9585
H (2.42, 1.81, -0.62)  0.5012
H (2.81, 0.41, -0.86)  0.4780
O (-2.94, -0.78, 1.02)  -0.9898
H (-2.09, -0.25, 1.13)  0.4985
H (-3.18, -0.55, 1.90)  0.4471
O (-0.95, 2.64, -0.54)  -0.9943
H (-0.14, 2.71, -0.97)  0.4328
H (-0.92, 1.75, 0.03)  0.5151